1.
Here is C20H34CsN10S5Sb as an isolated structure from the Open Molecules 2025 dataset. Energies are from ωB97M-V with the def2-TZVPD basis set.

The calculated total energy comes out at -3581.36660 Ha. The HOMO-LUMO gap comes out at 3.121 eV. Its net charge is -2. The calculation puts the lowest unoccupied orbital energy at 3.120 eV.

```
71
Properties=species:S:1:pos:R:3:forces:R:3
Cs -1.82286 -2.08047 -0.99917 -0.086 0.207 0.357
C -6.31499 -0.76440 1.14779 0.014 0.022 0.005
C -5.44367 -0.05320 2.11310 -0.040 -0.010 -0.186
N -5.74322 0.20839 3.35305 0.080 0.063 0.099
N -4.63386 0.85621 3.81531 -0.035 -0.095 -0.019
C -3.64637 0.98153 2.89964 -0.197 0.019 0.102
S -2.14111 1.67230 3.13360 -0.063 0.056 0.003
N -4.19132 0.40994 1.79719 -0.160 0.101 -0.108
N -3.53979 0.16643 0.59175 0.297 -0.365 0.135
H -7.33092 -0.79223 1.53761 0.024 -0.011 0.038
H -5.95650 -1.78363 0.99005 0.017 0.022 -0.041
H -6.29296 -0.28303 0.16644 0.001 -0.028 -0.013
H -4.54621 1.11828 4.77690 0.001 0.080 0.032
H -4.18992 0.15239 -0.23225 0.020 0.041 0.112
H -2.80813 0.85702 0.39686 -0.138 0.145 0.038
C 1.71740 -1.34508 4.35396 0.027 0.122 -0.083
N 2.03626 -0.34831 3.35581 0.187 0.038 0.004
C 0.96725 0.58610 3.03741 0.072 -0.113 0.048
C 3.12033 -0.45594 2.51574 -0.025 -0.149 0.204
N 3.05915 0.03637 1.34398 -0.189 -0.050 -0.328
C 4.12793 0.49266 0.58783 0.107 0.161 0.260
C 5.14358 1.25484 1.17471 -0.015 -0.018 -0.009
C 6.13986 1.87177 0.43078 0.038 -0.018 0.006
C 6.12114 1.74655 -0.95000 0.004 -0.052 0.017
C 5.11383 1.00758 -1.55169 0.040 -0.073 0.048
C 4.10507 0.35846 -0.81937 0.091 0.038 -0.489
N 3.04639 -0.24470 -1.46089 -0.044 -0.069 0.387
C 3.13620 -0.92080 -2.55460 0.121 -0.244 -0.419
N 2.12476 -0.94349 -3.45189 -0.054 0.011 0.093
C 1.89779 -2.03538 -4.38322 -0.048 -0.038 0.024
C 1.06140 0.06789 -3.42189 0.114 0.083 -0.007
N 4.22944 -1.75283 -2.92903 0.126 0.382 0.145
C 4.89353 -1.45768 -4.18480 -0.053 -0.107 0.089
C 5.12595 -2.24439 -1.90700 -0.154 -0.038 -0.047
N 4.19679 -1.17672 3.08331 0.098 0.215 -0.065
C 4.79069 -0.65381 4.29847 -0.061 -0.111 -0.004
C 5.14626 -1.80821 2.19305 -0.014 -0.074 0.058
H 1.73048 -0.92044 5.36537 -0.026 -0.016 -0.002
H 2.43106 -2.16260 4.30611 0.024 -0.020 0.024
H 0.71408 -1.73957 4.17102 -0.034 -0.009 0.004
H 0.77968 1.24954 3.88766 -0.061 -0.091 0.024
H 0.04201 0.05485 2.80941 0.043 0.049 -0.016
H 1.24230 1.17787 2.17181 0.005 -0.029 -0.032
H 5.11148 1.39920 2.24977 -0.015 -0.005 -0.008
H 6.89886 2.46729 0.92448 -0.009 0.001 0.003
H 6.86696 2.24578 -1.55770 -0.005 -0.013 -0.017
H 5.06124 0.94635 -2.63225 -0.005 0.041 -0.019
H 2.50468 -2.89824 -4.11598 0.018 0.017 -0.004
H 2.13174 -1.74621 -5.41581 -0.003 0.012 0.023
H 0.83849 -2.30238 -4.34942 -0.017 0.031 -0.031
H 0.99306 0.53007 -2.44488 -0.016 -0.050 0.024
H 0.10672 -0.40867 -3.65722 0.048 0.072 0.072
H 1.25536 0.84996 -4.16686 0.019 -0.067 0.000
H 4.20093 -0.97780 -4.87048 0.001 -0.003 -0.016
H 5.25888 -2.38190 -4.64477 -0.014 0.008 -0.030
H 5.75438 -0.79021 -4.03571 0.010 -0.001 0.013
H 4.55073 -2.46992 -1.01239 0.003 -0.002 0.076
H 5.92086 -1.53936 -1.64113 0.030 0.062 0.009
H 5.59132 -3.16777 -2.26766 -0.026 -0.003 0.016
H 4.04146 -0.12074 4.88065 0.015 -0.007 -0.013
H 5.61937 0.03470 4.08210 0.001 0.008 -0.009
H 5.18638 -1.47494 4.90540 -0.010 0.014 0.012
H 4.61394 -2.23245 1.34568 -0.012 0.013 -0.077
H 5.63905 -2.62100 2.73538 -0.021 -0.012 0.000
H 5.91516 -1.12733 1.81346 0.007 0.017 0.003
S -5.07494 -0.41633 -2.14606 -0.178 -0.361 0.098
Sb -3.22043 0.24264 -3.52442 -0.083 0.375 -0.231
S -1.79674 1.19297 -1.86317 0.190 0.139 0.152
S -2.04921 -1.79950 -4.06818 0.011 -0.337 -0.543
S -2.45947 -4.31388 3.21258 0.173 0.147 -0.253
C -1.48654 -4.00638 2.07304 -0.170 -0.124 0.266
```
Positions in Å, forces in eV/Å.

Atomic partial charges in e from the Löwdin method, atoms 1 to 2: Cs 0.44; C -0.03

=====

2.
Here is a 7-piece molecular cluster, C20H34F3N3O16S overall in a non-equilibrium geometry from the Open Molecules 2025 dataset. Energies are from ωB97M-V with the def2-TZVPD basis set.

Its SMILES is O=C1OC[C@@H](F)O1.O=C1OC[C@@H](F)O1.O=C1OC[C@@H](F)O1.O=S1(=O)OCCO1.CNC(C)=O.CNC(C)=O.CNC(C)=O. The calculated total energy comes out at -2848.39287 Ha. The HOMO-LUMO gap comes out at 9.124 eV. Its net charge is 0. The calculation puts the lowest unoccupied orbital energy at -0.460 eV.

```
77
Properties=species:S:1:pos:R:3:forces:R:3
C -25.79590 -16.88076 0.83817 -0.382 -0.606 -1.788
C -26.60090 -16.44566 2.01297 1.663 0.533 2.772
O -26.11662 -15.75021 2.90615 -0.219 0.079 -0.766
N -27.78180 -17.05434 2.23552 -0.619 -1.574 -1.492
C -28.55889 -16.89081 3.45176 0.916 0.922 -0.125
H -25.07795 -17.67178 1.05713 -0.167 0.023 0.606
H -25.21069 -16.12856 0.31386 -0.239 0.466 0.453
H -26.45948 -17.31843 0.08322 0.062 0.015 -0.086
H -28.15922 -17.49410 1.41048 -0.370 -0.193 0.364
H -27.93783 -17.08684 4.32601 0.261 0.327 -0.100
H -29.39842 -17.56864 3.58470 -0.179 0.102 -0.762
H -28.81214 -15.83107 3.39654 -0.685 -0.106 0.975
C -31.97973 -15.73640 2.75250 0.073 0.439 -0.847
C -32.07908 -15.45152 4.25064 0.674 -1.162 -2.491
O -32.03108 -14.32169 4.68884 -0.327 -0.188 0.843
N -32.15136 -16.63639 4.90552 0.517 1.498 1.941
C -32.29691 -16.63410 6.35537 -1.283 -0.443 -0.097
H -31.86028 -14.83962 2.14470 0.004 0.196 0.367
H -32.84263 -16.25338 2.32901 -0.115 -0.119 0.351
H -31.10419 -16.35151 2.53974 -0.016 -0.091 0.125
H -31.94874 -17.51813 4.47574 -0.197 0.124 -0.444
H -31.41759 -16.84690 6.96079 0.186 -0.183 -0.383
H -33.08671 -17.37327 6.49102 0.277 -0.071 0.825
H -32.71185 -15.68009 6.67839 0.121 0.078 -0.202
C -29.69422 -15.93110 9.03026 -1.035 0.907 -0.081
C -29.23676 -14.60299 9.60971 0.693 0.169 0.826
O -28.09865 -14.19574 9.44431 -0.082 -0.084 -0.214
N -30.12170 -13.95066 10.39776 -0.807 0.386 -0.035
C -29.88393 -12.70302 11.13625 0.548 -0.685 0.534
H -29.14839 -16.75075 9.48706 0.410 0.027 -0.510
H -29.62230 -15.76546 7.95528 0.571 -0.761 -0.073
H -30.75510 -16.13152 9.20230 -0.009 0.125 0.224
H -31.07775 -14.25424 10.31943 0.015 0.023 0.177
H -30.68497 -12.58606 11.86338 -0.300 0.178 -0.361
H -29.74241 -11.80296 10.54333 -0.216 -0.189 -0.139
H -29.00578 -12.82269 11.77163 0.252 -0.094 -0.277
C -35.46292 -11.27920 5.35118 0.041 -0.783 -0.823
C -34.26659 -11.43562 4.44716 -0.238 1.146 0.749
O -33.63449 -10.17919 4.62439 0.653 -0.785 0.056
C -34.56182 -9.27551 5.04676 0.453 1.330 -0.569
O -34.37099 -8.09981 5.08058 0.005 -0.513 0.145
O -35.70904 -9.87622 5.34361 -0.534 -0.704 0.350
F -34.65149 -11.47649 3.13261 0.044 -0.489 -0.114
H -35.21068 -11.63831 6.34580 -0.310 0.023 0.081
H -36.22164 -11.87538 4.84648 -0.645 0.380 0.619
H -33.69226 -12.31682 4.72958 0.563 0.289 -0.440
C -30.85410 -12.06143 6.60109 -0.284 1.452 -2.323
C -29.51515 -11.33838 6.48940 0.694 0.099 1.017
O -29.47529 -10.53020 7.66846 0.491 -0.312 -0.985
C -30.60509 -10.65238 8.35178 -0.931 0.778 1.015
O -30.81761 -10.08545 9.38286 -0.107 -0.358 -0.466
O -31.49753 -11.45215 7.71953 0.671 -1.218 0.740
F -29.38349 -10.55267 5.39340 -0.306 0.110 -0.023
H -30.70088 -13.12131 6.39140 -0.519 -0.352 1.587
H -31.51130 -11.76130 5.78166 0.405 0.018 -0.372
H -28.62052 -11.95857 6.55798 -0.174 -0.177 -0.271
C -36.34213 -17.31348 5.02701 -1.168 1.887 0.470
C -37.16056 -16.36155 4.13087 0.545 -0.754 0.211
O -36.84456 -15.07824 4.62587 -0.451 0.233 -0.358
C -35.73763 -15.14692 5.39737 0.047 1.074 -0.237
O -35.19639 -14.21396 5.91304 -0.362 -0.477 -0.268
O -35.31826 -16.39012 5.42427 1.632 -1.820 0.536
F -38.49193 -16.54436 4.25839 0.018 -0.091 -0.214
H -35.99939 -18.21142 4.52858 0.405 0.102 0.198
H -36.92178 -17.47247 5.93851 -0.082 -0.711 -0.188
H -36.82117 -16.50224 3.09945 -0.565 0.535 -0.158
C -31.10528 -20.82096 3.36954 1.205 -0.178 -0.347
C -30.41459 -21.30471 4.65484 0.207 -0.185 0.252
O -31.27238 -20.87105 5.72880 0.738 0.087 -0.092
S -32.76074 -20.83641 5.27018 -2.571 -0.745 0.540
O -33.40602 -19.74681 5.94461 0.810 -0.027 -1.192
O -33.43860 -22.10260 5.42105 1.404 1.016 -0.829
O -32.45534 -20.53151 3.66691 -0.669 -0.309 1.655
H -30.97222 -21.60438 2.62195 -0.566 0.056 -0.111
H -30.65258 -19.91239 2.96822 0.011 0.028 0.168
H -29.42224 -20.88426 4.80093 -0.183 0.340 0.085
H -30.28484 -22.38393 4.72841 -0.370 -0.062 -0.203
```
Positions in Å, forces in eV/Å.

Atomic partial charges in e from the Löwdin method, atoms 1 to 2: C -0.01; C -0.56

=====

3.
Here is C20H34N2O5RhS2 as an isolated structure in a non-equilibrium geometry from the Open Molecules 2025 dataset. Energies are from ωB97M-V with the def2-TZVPD basis set.

The calculated total energy comes out at -2174.07900 Ha. The HOMO-LUMO gap (spin up / spin down) comes out at 9.712 / 5.366 eV. Its multiplicity is 5. The expectation value of S² is 6.01. Its net charge is +3. The calculation puts the lowest unoccupied orbital energy (spin up / spin down) at -7.797 / -12.145 eV.

```
64
Properties=species:S:1:pos:R:3:forces:R:3
Rh 0.24876 0.51409 0.09164 0.204 0.675 -0.168
C -2.29661 -3.50108 1.02925 -0.019 -0.227 -0.143
N -2.12699 -2.44607 2.03260 0.167 0.104 -0.229
C -2.77844 -2.67068 3.32596 -0.016 0.016 0.316
C -1.39093 -1.39440 1.78748 -0.173 -0.082 0.349
O -0.78213 -1.23943 0.68384 0.236 0.610 -0.525
C -1.27167 -0.32931 2.86095 0.024 -0.081 0.087
O -0.31180 0.63767 2.45175 0.127 -0.153 -0.474
C -0.58065 1.98701 2.80563 0.128 0.091 -0.089
C -1.16492 2.72719 1.60562 -0.059 0.408 0.390
O -1.17743 2.14122 0.48055 0.515 -0.705 -0.429
N -1.61281 3.94571 1.77070 0.049 -0.336 -0.285
C -1.60822 4.63675 3.05973 -0.086 0.089 0.352
C -2.17434 4.70011 0.64700 -0.080 0.206 -0.152
H -3.35868 -3.65508 0.84539 -0.007 0.074 0.032
H -1.80376 -3.22552 0.10461 0.020 0.031 0.012
H -1.87623 -4.43489 1.40294 0.027 0.052 0.062
H -3.57019 -3.40112 3.19215 -0.020 0.021 -0.056
H -2.06941 -3.06735 4.05475 0.021 -0.012 -0.060
H -3.22267 -1.75935 3.72216 -0.026 -0.008 -0.080
H -2.25493 0.12345 3.01553 0.020 0.049 0.006
H -0.93729 -0.78155 3.79734 -0.065 0.017 0.031
H -1.23607 2.04398 3.67402 0.023 -0.006 0.013
H 0.38034 2.44404 3.05101 -0.030 0.000 0.119
H -0.77593 4.32729 3.68792 0.017 0.026 -0.072
H -1.51656 5.70412 2.87592 0.078 -0.014 -0.041
H -2.54511 4.47350 3.59568 -0.003 -0.054 -0.077
H -2.32214 4.05102 -0.20719 -0.006 -0.035 0.014
H -3.12794 5.13041 0.94949 0.000 -0.067 0.046
H -1.50324 5.51636 0.37778 0.043 -0.055 0.048
O 0.47282 0.81358 -2.02718 -0.071 -1.098 1.253
S -0.02424 1.95408 -2.95258 -0.386 0.639 -0.633
C 0.95620 1.70037 -4.48371 -0.058 0.170 0.030
C -0.05561 1.44932 -5.59455 -0.162 -0.152 -0.036
C -1.16841 0.60656 -4.97862 0.038 -0.010 -0.160
C -1.57828 1.33780 -3.71001 0.283 -0.068 0.050
H 1.58153 0.83090 -4.27896 -0.033 -0.020 0.079
H 1.58143 2.57548 -4.64967 0.018 0.002 0.123
H 0.41577 0.94007 -6.43429 0.076 0.053 0.021
H -0.45687 2.39387 -5.96540 0.025 0.002 -0.016
H -0.80455 -0.39626 -4.74620 -0.007 0.009 0.029
H -2.01336 0.50137 -5.65826 -0.036 0.010 0.060
H -2.08611 0.72753 -2.96431 -0.004 0.086 0.073
H -2.16969 2.22945 -3.92350 0.011 0.033 0.052
C 1.85799 -5.19046 0.11838 0.047 -0.246 -0.131
C 2.08755 -3.72987 -0.07154 0.023 0.304 0.028
C 2.11024 -2.85441 1.02065 -0.012 -0.107 -0.077
C 2.38617 -1.50959 0.85742 0.129 0.005 0.056
C 2.65715 -1.02404 -0.42678 -0.013 0.377 -0.029
C 2.60178 -1.86671 -1.53533 0.012 0.089 -0.172
C 2.30832 -3.20287 -1.35329 -0.035 -0.078 0.131
S 3.20124 0.67822 -0.61554 0.836 -1.144 -0.275
C 4.72600 0.65271 0.33935 -0.198 0.228 0.026
O 2.18801 1.41168 0.28794 -1.438 0.255 0.580
H 1.69790 -5.45009 1.16175 -0.055 0.005 0.004
H 2.72095 -5.75860 -0.23749 0.025 0.055 0.039
H 1.01479 -5.53804 -0.48171 -0.053 0.036 0.065
H 1.95788 -3.24530 2.01925 -0.033 -0.013 -0.008
H 2.44185 -0.85799 1.72387 0.063 -0.010 -0.014
H 2.80298 -1.48202 -2.52789 0.023 -0.002 0.021
H 2.27276 -3.86285 -2.21104 0.025 0.002 -0.002
H 4.56147 0.19613 1.31236 -0.062 -0.027 -0.023
H 5.06266 1.68326 0.45223 -0.027 0.005 -0.076
H 5.45970 0.08864 -0.23754 -0.061 -0.022 -0.068
```
Positions in Å, forces in eV/Å.

Atomic partial charges in e from the Löwdin method, atoms 1 to 2: Rh 1.49; C 0.03